[1]
The following is a quantum chemistry calculation of 2 unconnected molecules or ions with the total composition C2H6NS at a distorted geometry, from the Open Molecules 2025 dataset.

Geometry as XYZ:
```
10
Properties=species:S:1:pos:R:3:forces:R:3:nbo_charge:R:1
S 0.828 -0.326 -2.655 0.19 0.04 -0.22 -1.055
H 0.877 -0.921 -3.856 -0.07 0.00 0.00 0.099
C 0.195 0.123 1.967 -0.11 -0.43 -0.51 -0.615
C 0.059 -0.150 0.654 0.37 0.94 -0.15 0.046
N -0.996 0.213 -0.148 -0.35 -0.03 -0.38 -0.847
H -0.627 0.545 2.532 0.10 0.11 0.11 0.171
H 1.123 -0.132 2.457 -0.11 -0.03 0.16 0.191
H 0.875 -0.560 0.064 -0.05 -0.34 0.22 0.222
H -0.826 0.182 -1.170 0.11 -0.18 0.71 0.436
H -1.509 1.025 0.155 -0.09 -0.07 0.07 0.353
```
Forces are in eV/Å.

total charge	-1
ΔE to the lowest compared entry with this formula, charge and spin	0.242	eV
total energy	-14497.1997	eV
E_HOMO	-2.931	eV


[2]
The following is a quantum chemistry calculation of a single C19H32N4O4 molecule, from the Open Molecules 2025 dataset.

Geometry as XYZ:
```
59
Properties=species:S:1:pos:R:3:forces:R:3:nbo_charge:R:1
C 3.915 3.568 -1.776 -0.27 -0.03 0.09 -0.609
C 2.840 2.503 -1.599 0.25 -0.14 -0.01 -0.402
H 2.263 2.402 -2.521 -0.08 -0.01 0.05 0.208
H 2.141 2.812 -0.818 -0.11 -0.01 -0.01 0.178
C 3.448 1.137 -1.278 -0.22 0.10 -0.05 -0.206
N 4.312 1.141 -0.108 -0.02 -0.07 -0.20 -0.457
C 5.127 -0.067 -0.052 0.17 0.11 0.17 -0.220
C 6.222 -0.011 1.012 -0.08 -0.17 -0.25 -0.405
C 7.214 -1.151 0.818 -0.13 0.16 0.12 -0.600
H 7.976 -1.129 1.594 0.10 -0.07 0.03 0.209
H 7.706 -1.072 -0.149 0.08 -0.03 -0.10 0.201
H 6.700 -2.108 0.865 0.01 -0.15 -0.01 0.209
H 6.739 0.948 0.938 -0.04 0.07 0.07 0.202
H 5.788 -0.092 2.010 0.00 0.08 0.07 0.191
H 4.522 -0.976 0.094 0.04 -0.01 -0.04 0.188
H 5.613 -0.156 -1.028 -0.03 -0.06 0.01 0.194
C 3.688 1.510 1.143 -0.07 -0.20 0.18 -0.225
H 4.490 1.705 1.858 -0.09 0.07 0.06 0.209
H 3.159 2.455 0.993 0.03 0.06 0.10 0.191
C 2.719 0.503 1.806 0.56 0.34 0.13 -0.255
N 1.419 0.456 1.173 -0.40 0.08 -0.23 -0.580
C 1.006 -0.608 0.467 -0.42 0.18 -0.10 0.114
C -0.098 -0.933 -0.331 0.14 0.37 0.15 0.113
N -1.214 -0.311 -0.763 0.45 -0.06 -0.05 -0.399
C -2.215 -1.092 -1.465 -0.38 -0.42 -0.06 -0.237
H -1.741 -1.964 -1.916 -0.02 0.08 -0.01 0.258
H -2.649 -0.466 -2.250 -0.01 -0.04 0.02 0.199
C -3.315 -1.533 -0.491 -0.03 -0.11 -0.38 -0.234
N -3.848 -0.379 0.202 0.12 0.02 0.13 -0.455
C -5.106 0.051 -0.073 0.04 0.10 0.15 0.895
O -5.885 -0.555 -0.769 -0.37 -0.06 -0.22 -0.656
O -5.383 1.227 0.536 0.29 -0.15 0.04 -0.532
C -6.723 1.696 0.390 -0.54 0.03 -0.11 -0.068
C -7.669 1.015 1.368 0.37 0.06 -0.19 -0.636
H -7.321 1.152 2.389 -0.02 0.03 0.10 0.208
H -8.663 1.441 1.270 -0.13 0.04 0.02 0.217
H -7.719 -0.049 1.149 -0.06 -0.06 0.00 0.226
H -7.052 1.517 -0.639 0.07 0.12 0.15 0.201
H -6.664 2.770 0.580 0.00 -0.13 -0.06 0.186
C -2.855 0.403 0.897 0.18 0.38 0.00 -0.229
H -3.330 1.264 1.362 0.11 -0.10 0.02 0.242
C -1.771 0.846 -0.100 -0.18 0.07 0.40 -0.211
H -0.989 1.401 0.415 -0.02 0.04 -0.04 0.194
H -2.222 1.493 -0.860 0.06 0.02 0.08 0.207
H -2.396 -0.223 1.673 0.00 0.09 -0.01 0.196
H -4.133 -2.016 -1.026 0.12 -0.02 0.08 0.255
H -2.897 -2.229 0.244 0.00 -0.01 -0.05 0.198
C 0.451 -2.263 -0.642 -0.29 -0.48 -0.53 0.432
O 0.104 -3.179 -1.354 0.14 0.19 0.27 -0.568
C 1.615 -1.932 0.263 0.56 -0.24 0.40 0.422
O 2.610 -2.483 0.680 -0.27 0.10 -0.19 -0.571
H 0.942 1.341 1.076 0.01 -0.21 -0.05 0.388
H 2.580 0.803 2.851 0.10 -0.09 -0.04 0.195
H 3.139 -0.502 1.786 -0.03 0.00 0.08 0.242
H 2.646 0.382 -1.212 0.09 0.01 -0.09 0.164
H 4.079 0.853 -2.125 -0.05 -0.05 0.00 0.198
H 3.466 4.540 -1.966 0.03 0.12 -0.04 0.205
H 4.530 3.628 -0.883 0.11 0.07 0.05 0.216
H 4.558 3.314 -2.615 0.13 0.00 -0.10 0.204
```
Forces are in eV/Å.

ΔE to the lowest compared entry with this formula, charge and spin	2.865	eV
total energy	-34372.3064	eV
E_HOMO	-7.821	eV


[3]
The following is a quantum chemistry calculation of 2 unconnected molecules or ions with the total composition C5H11FO6P, from the Open Molecules 2025 dataset.

Geometry as XYZ:
```
24
Properties=species:S:1:pos:R:3:forces:R:3:nbo_charge:R:1
C 3.108 -0.133 0.481 -0.34 0.03 -0.61 -0.597
C 2.175 -0.336 -0.726 -0.03 0.46 0.42 -0.426
C 0.751 -0.714 -0.339 0.36 -0.19 -0.15 -0.082
O -0.010 0.492 -0.115 -0.06 0.13 0.12 -0.534
C -1.358 0.387 -0.328 -0.36 -0.06 -0.30 0.045
O -2.015 1.483 0.315 0.46 0.12 0.21 -0.566
C -1.622 2.703 -0.182 -0.17 0.01 -0.07 0.661
O -1.192 3.575 0.490 -0.16 0.13 0.14 -0.492
P -2.236 -1.066 0.419 0.05 0.10 0.45 2.300
O -1.873 -1.314 1.803 0.16 -0.14 0.14 -1.046
O -2.074 -2.313 -0.554 -0.11 0.04 -0.21 -0.978
O -3.772 -0.685 0.144 0.03 0.18 -0.20 -1.001
H 3.962 0.474 0.188 0.11 -0.11 0.15 0.214
H 2.603 0.401 1.282 0.13 -0.08 0.14 0.243
H 3.479 -1.075 0.873 0.01 0.09 0.23 0.234
H 2.095 0.617 -1.261 0.01 -0.15 -0.25 0.194
H 2.573 -1.086 -1.414 -0.02 0.00 -0.04 0.188
H 0.748 -1.291 0.590 -0.12 -0.08 -0.05 0.207
H 0.287 -1.296 -1.142 -0.13 0.04 0.04 0.159
H -1.595 0.454 -1.409 0.02 -0.19 -0.02 0.146
H -1.839 2.807 -1.259 0.23 -0.17 -0.09 0.095
H -2.744 -2.308 -1.248 0.03 -0.10 -0.07 0.508
H -3.930 0.195 0.516 -0.17 -0.04 0.01 0.517
F 4.480 0.026 2.875 0.08 -0.02 0.04 -0.987
```
Forces are in eV/Å.

total charge	-1
ΔE to the lowest compared entry with this formula, charge and spin	0.000	eV
total energy	-29656.4982	eV
E_HOMO	-3.177	eV


Kohn-Sham gap for every record listed, in sequence, given in eV: 7.12; 8.16; 5.18.